[1]
{
  "formula": "C45H44BrCoNOP2S3Te",
  "method": "the ωB97M-V functional and the def2-TZVPD basis",
  "symbols": ["Co", "C", "C", "C", "C", "C", "C", "C", "Br", "C", "O", "C", "C", "C", "C", "C", "C", "H", "H", "H", "H", "H", "H", "H", "H", "H", "H", "H", "H", "H", "H", "H", "H", "H", "H", "H", "H", "Te", "C", "C", "C", "N", "C", "C", "C", "P", "C", "C", "C", "C", "C", "C", "C", "C", "C", "C", "C", "C", "P", "C", "C", "C", "C", "C", "C", "C", "C", "C", "C", "C", "C", "H", "H", "H", "H", "H", "H", "H", "H", "H", "H", "H", "H", "H", "H", "H", "H", "H", "H", "H", "H", "H", "H", "H", "H", "S", "C", "S", "S"],
  "positions_angstrom": [[-1.1036, 0.9483, -0.9741], [6.2660, -2.3292, -2.5354], [6.1242, -0.8133, -2.3395], [7.0545, -0.3924, -1.2015], [6.5768, -0.0965, -3.6191], [4.6674, -0.4633, -2.0438], [4.2574, 0.1857, -0.8895], [2.9227, 0.4840, -0.6972], [2.4436, 1.3694, 0.9076], [1.9002, 0.1729, -1.6177], [0.6649, 0.4833, -1.3716], [2.3159, -0.5167, -2.7944], [3.6697, -0.7884, -2.9574], [1.3927, -0.9768, -3.9412], [1.6102, -2.4805, -4.1896], [1.7537, -0.1940, -5.2128], [-0.1089, -0.7927, -3.7083], [7.3078, -2.5937, -2.7379], [5.6605, -2.6821, -3.3715], [5.9416, -2.8627, -1.6397], [8.0828, -0.6676, -1.4476], [6.7890, -0.8861, -0.2646], [7.0251, 0.6866, -1.0393], [7.6176, -0.3416, -3.8497], [6.4936, 0.9854, -3.5008], [5.9633, -0.3863, -4.4734], [4.9585, 0.4713, -0.1182], [3.9698, -1.2870, -3.8720], [2.6337, -2.7149, -4.4836], [0.9470, -2.8228, -4.9881], [1.3805, -3.0528, -3.2877], [2.7964, -0.3440, -5.4988], [1.5935, 0.8742, -5.0561], [1.1213, -0.5152, -6.0451], [-0.4365, -1.3022, -2.8024], [-0.6444, -1.2306, -4.5563], [-0.3885, 0.2563, -3.6399], [-4.4087, -0.3288, 2.1427], [-4.2310, -0.1473, 4.2417], [-5.3282, -0.4050, 5.0593], [-5.1966, -0.2643, 6.4306], [-4.0727, 0.1138, 7.0393], [-3.0307, 0.3640, 6.2484], [-3.0576, 0.2492, 4.8671], [-2.5113, 0.1761, 1.5243], [-2.0936, 1.7279, 0.8003], [-0.7892, 2.5945, 1.7438], [-0.3396, 3.8311, 1.2840], [0.6345, 4.5217, 1.9842], [1.1693, 3.9845, 3.1491], [0.7294, 2.7521, 3.6072], [-0.2461, 2.0590, 2.9025], [-3.4307, 2.9478, 0.9801], [-3.8059, 3.2161, 2.2993], [-4.8160, 4.1215, 2.5719], [-5.4541, 4.7801, 1.5280], [-5.0756, 4.5279, 0.2194], [-4.0683, 3.6115, -0.0585], [-1.5578, -0.7963, 0.3893], [-0.1320, -1.5884, 1.1993], [0.0103, -1.6265, 2.5790], [1.1395, -2.1980, 3.1508], [2.1347, -2.7248, 2.3414], [1.9934, -2.6972, 0.9588], [0.8622, -2.1372, 0.3908], [-2.4437, -2.2821, -0.1964], [-2.7271, -3.3001, 0.7163], [-3.3796, -4.4494, 0.3060], [-3.7499, -4.6000, -1.0253], [-3.4658, -3.5985, -1.9391], [-2.8151, -2.4414, -1.5265], [-6.2816, -0.7098, 4.6428], [-6.0445, -0.4649, 7.0783], [-2.1182, 0.6765, 6.7471], [-2.1796, 0.4712, 4.2765], [-0.7506, 4.2475, 0.3705], [0.9853, 5.4773, 1.6155], [1.9379, 4.5216, 3.6907], [1.1548, 2.3210, 4.5051], [-0.5717, 1.0815, 3.2283], [-3.3026, 2.7149, 3.1192], [-5.1029, 4.3125, 3.5983], [-6.2430, 5.4918, 1.7380], [-5.5619, 5.0411, -0.6003], [-3.7912, 3.4309, -1.0865], [-0.7704, -1.2027, 3.2006], [1.2455, -2.2212, 4.2286], [3.0251, -3.1519, 2.7859], [2.7759, -3.0910, 0.3218], [0.7625, -2.0973, -0.6878], [-2.4282, -3.1915, 1.7520], [-3.5980, -5.2303, 1.0235], [-4.2574, -5.5009, -1.3474], [-3.7485, -3.7108, -2.9781], [-2.6076, -1.6585, -2.2427], [-3.4604, 3.0420, -4.0367], [-2.5978, 2.3229, -2.8425], [-1.0550, 2.7845, -2.2170], [-3.0822, 0.9161, -1.9347]],
  "homo_lumo_gap_ev": [7.000, 7.004],
  "charge": -1
}



[2]
{
  "formula": "C41H50AlN4O4PS2",
  "method": "the ωB97M-V functional and the def2-TZVPD basis",
  "symbols": ["Al", "C", "O", "C", "N", "C", "C", "C", "C", "C", "C", "C", "C", "C", "C", "C", "C", "N", "C", "N", "C", "C", "O", "C", "C", "C", "C", "C", "C", "H", "H", "H", "H", "H", "H", "H", "H", "H", "H", "H", "H", "H", "H", "H", "H", "H", "H", "H", "C", "C", "C", "O", "P", "S", "S", "O", "C", "C", "C", "H", "H", "H", "H", "H", "H", "H", "H", "H", "H", "H", "H", "H", "H", "C", "C", "C", "C", "C", "C", "C", "C", "C", "C", "C", "C", "N", "H", "H", "H", "H", "H", "H", "H", "H", "H", "H", "H", "H", "H", "H", "H", "H", "H"],
  "positions_angstrom": [[-0.4207, 0.1296, 1.0874], [-2.8646, -3.4546, 2.4654], [-2.6326, -2.5217, 3.5593], [-1.9751, -1.5118, 3.0173], [-1.6234, -1.5583, 1.7924], [-2.0820, -2.8574, 1.2656], [-2.9291, -2.7968, 0.0175], [-3.2372, -1.6191, -0.6436], [-4.0317, -1.6538, -1.7829], [-4.5203, -2.8556, -2.2663], [-4.2163, -4.0377, -1.6038], [-3.4239, -4.0056, -0.4700], [-1.6541, -0.3171, 3.8098], [-1.7779, -0.1324, 5.1736], [-1.3712, 1.0899, 5.6970], [-0.8971, 2.0876, 4.8532], [-0.8297, 1.8038, 3.5035], [-1.1767, 0.6220, 3.0117], [-0.4739, 2.6952, 2.3908], [-0.5051, 2.2003, 1.2147], [-0.4392, 3.3306, 0.2834], [0.0337, 4.4764, 1.2076], [-0.2708, 3.9833, 2.5514], [-1.8061, 3.6377, -0.3063], [-1.9447, 4.7674, -1.1071], [-3.1767, 5.1122, -1.6391], [-4.2912, 4.3276, -1.3760], [-4.1605, 3.1988, -0.5828], [-2.9249, 2.8567, -0.0498], [-3.9371, -3.4896, 2.2826], [-2.5103, -4.4325, 2.7809], [-1.1989, -3.4598, 1.0567], [-2.8140, -0.6786, -0.3152], [-4.2544, -0.7326, -2.3023], [-5.1216, -2.8771, -3.1656], [-4.5855, -4.9841, -1.9767], [-3.1725, -4.9339, 0.0331], [-2.1694, -0.9221, 5.7983], [-1.4337, 1.2681, 6.7614], [-0.5855, 3.0549, 5.2191], [0.2811, 3.1098, -0.5024], [-0.5276, 5.3962, 1.0736], [1.1048, 4.6569, 1.1577], [-1.0767, 5.3805, -1.3249], [-3.2657, 5.9926, -2.2620], [-5.2522, 4.5888, -1.7991], [-5.0221, 2.5755, -0.3804], [-2.8328, 1.9659, 0.5583], [4.1501, -2.4007, 2.9942], [4.9621, -1.1279, 3.1223], [6.0449, -1.0154, 2.0660], [4.1458, 0.0634, 3.1320], [3.0181, 0.6064, 2.1538], [2.7957, 2.4883, 2.5947], [1.4211, -0.6470, 2.3817], [3.5055, 0.2816, 0.6773], [4.0974, 1.1864, -0.2929], [4.7072, 0.3063, -1.3675], [3.0238, 2.0843, -0.8804], [4.8250, -3.2558, 3.0541], [3.6273, -2.4364, 2.0377], [3.4126, -2.4776, 3.7923], [5.4237, -1.0925, 4.1110], [5.6055, -1.0433, 1.0701], [6.7393, -1.8509, 2.1626], [6.5992, -0.0842, 2.1837], [4.8704, 1.7689, 0.2160], [3.9212, -0.2608, -1.8683], [5.4341, -0.3916, -0.9532], [5.2093, 0.9335, -2.1046], [2.1375, 1.4761, -1.0888], [3.3820, 2.5203, -1.8143], [2.7593, 2.8847, -0.1923], [-2.2706, 1.5813, -3.7318], [-0.9635, 1.4665, -2.9440], [0.0201, 2.5310, -3.4380], [-0.3597, 0.0842, -3.0122], [-0.0955, -0.4550, -4.2608], [0.4688, -1.7102, -4.4166], [0.7541, -2.4321, -3.2697], [0.5010, -1.9406, -1.9967], [0.8749, -2.8279, -0.8275], [2.3879, -2.8742, -0.6117], [0.3544, -4.2612, -0.9907], [-0.0557, -0.6277, -1.8039], [-0.2467, -0.0566, -0.5960], [-2.7486, 2.5459, -3.5440], [-2.9675, 0.7906, -3.4556], [-2.0925, 1.5026, -4.8071], [-1.1796, 1.6464, -1.8911], [0.2918, 2.3425, -4.4796], [0.9420, 2.5253, -2.8537], [-0.4210, 3.5291, -3.3845], [-0.3286, 0.1291, -5.1464], [0.6792, -2.1140, -5.3986], [1.1942, -3.4194, -3.3740], [0.4370, -2.3728, 0.0636], [2.8867, -3.2165, -1.5224], [2.6443, -3.5668, 0.1961], [2.7691, -1.8878, -0.3557], [0.9572, -4.8121, -1.7156], [-0.6768, -4.2784, -1.3396], [0.4226, -4.8132, -0.0464]],
  "homo_lumo_gap_ev": 4.149
}



[3]
{
  "formula": "CH15NO5",
  "method": "the ωB97M-V functional and the def2-TZVPD basis",
  "symbols": ["C", "N", "H", "H", "H", "H", "H", "O", "H", "H", "O", "H", "H", "O", "H", "H", "O", "H", "H", "O", "H", "H"],
  "positions_angstrom": [[-0.4230, -0.8023, -0.5744], [-1.2487, 0.3138, -0.0683], [0.5214, -0.5866, -0.8645], [-0.4042, -1.5188, 0.2393], [-0.9614, -1.3981, -1.4449], [-1.4444, 1.0004, -0.8499], [-0.6439, 0.7338, 0.6444], [2.5315, 0.8899, -4.0621], [2.8977, 0.4476, -3.2068], [2.5260, 0.0792, -4.5646], [3.2691, 3.0037, -0.5976], [2.3868, 2.9733, -0.1721], [3.4471, 2.1502, -0.9145], [-1.2805, -1.1896, 2.7630], [-2.0491, -1.2349, 2.0668], [-1.6292, -0.7262, 3.5291], [-3.4379, -1.7888, 0.7320], [-3.9743, -0.9690, 0.5271], [-3.0003, -1.9322, -0.1564], [0.9540, 0.5666, 2.1716], [0.2783, 0.0434, 2.6360], [1.6848, -0.0554, 2.1670]],
  "homo_lumo_gap_ev": 9.832
}



[4]
{
  "formula": "H2N2P",
  "method": "the ωB97M-V functional and the def2-TZVPD basis",
  "symbols": ["N", "N", "P", "H", "H"],
  "positions_angstrom": [[-1.8855, 0.4688, -0.3273], [-0.8223, 0.1534, -0.1190], [0.7177, -0.5523, -0.3321], [0.8476, -0.9775, 1.1721], [1.1426, 0.9077, -0.3938]],
  "homo_lumo_gap_ev": 10.350,
  "charge": 1
}



[5]
{
  "formula": "C10H40N2O10",
  "method": "the ωB97M-V functional and the def2-TZVPD basis",
  "symbols": ["N", "C", "N", "O", "H", "H", "H", "H", "C", "O", "H", "H", "H", "H", "C", "O", "H", "H", "H", "H", "C", "O", "H", "H", "H", "H", "C", "O", "H", "H", "H", "H", "C", "O", "H", "H", "H", "H", "C", "O", "H", "H", "H", "H", "C", "O", "H", "H", "H", "H", "C", "O", "H", "H", "H", "H", "C", "O", "H", "H", "H", "H"],
  "positions_angstrom": [[-0.5885, 3.3133, 2.7931], [-0.3059, 2.2191, 3.5453], [-1.3837, 1.7525, 4.2563], [0.8266, 1.7777, 3.6997], [0.1981, 3.7542, 2.3523], [-1.4993, 3.7076, 2.6636], [-2.1020, 2.4313, 4.4442], [-1.1958, 1.1324, 5.0244], [-3.2810, 1.3932, 0.2461], [-3.2437, 0.8437, -1.0512], [-3.4741, 0.7115, 1.0754], [-2.4151, 2.0498, 0.3942], [-4.0664, 2.1590, 0.2691], [-2.3214, 0.6522, -1.2548], [3.6071, 0.8525, 2.0555], [4.9393, 1.0871, 1.5751], [3.6020, 0.6820, 3.1301], [3.0022, 1.7318, 1.8257], [3.1394, 0.0138, 1.5290], [4.8456, 1.8630, 1.0199], [-0.1443, -0.3641, 0.7585], [-0.4050, -0.2223, -0.6276], [-0.9488, -0.7383, 1.3901], [0.7608, -0.9343, 0.9573], [-0.0440, 0.6208, 1.2332], [0.3555, 0.1072, -1.1198], [3.8226, -0.6508, -1.5759], [2.5608, -1.2321, -1.3548], [4.3590, -0.5613, -0.6266], [4.4647, -1.1606, -2.2997], [3.6537, 0.3505, -1.9725], [2.5179, -2.1200, -0.9995], [-2.4504, -1.6807, -3.6119], [-1.1729, -1.0362, -3.4846], [-2.6818, -1.6901, -4.6693], [-2.5344, -2.6210, -3.0684], [-3.1708, -1.0705, -3.0554], [-1.0646, -0.6502, -2.6063], [1.6954, -0.0822, -4.6913], [0.4670, 0.0398, -5.4432], [2.3066, 0.7564, -5.0202], [1.3517, 0.1223, -3.6718], [2.2029, -1.0436, -4.7577], [-0.1936, -0.4456, -4.9179], [-1.1124, -3.5222, 3.5876], [-0.2916, -3.0158, 2.5496], [-1.1696, -2.8069, 4.4168], [-2.1366, -3.7537, 3.2924], [-0.6344, -4.4132, 3.9988], [-0.9107, -2.6807, 1.8856], [1.3680, 3.0654, -0.5610], [2.2434, 4.0982, -1.0072], [1.9938, 2.3858, 0.0175], [0.4792, 3.4890, -0.0883], [0.9761, 2.5282, -1.4254], [2.5199, 4.6485, -0.2718], [-3.0120, -2.6276, -0.2872], [-2.1961, -3.4340, 0.5969], [-2.4583, -1.8007, -0.7123], [-3.4609, -3.3155, -1.0049], [-3.8749, -2.3134, 0.3037], [-2.3145, -4.3522, 0.3513]],
  "homo_lumo_gap_ev": 9.684
}



[6]
{
  "formula": "C8H9NO2",
  "method": "the ωB97M-V functional and the def2-TZVPD basis",
  "symbols": ["C", "C", "C", "C", "C", "N", "O", "O", "C", "C", "C", "H", "H", "H", "H", "H", "H", "H", "H", "H"],
  "positions_angstrom": [[-2.4480, -0.6977, -0.8876], [-1.1815, -0.4380, -0.1339], [-0.3473, -1.4480, 0.1718], [1.0303, -1.3319, 0.4515], [1.5722, -0.0865, 0.1842], [2.8943, -0.0231, -0.2186], [3.4483, 1.0398, -0.3192], [3.4753, -1.0366, -0.4100], [0.7589, 1.1609, 0.1168], [-0.2714, 1.5420, 1.1985], [-0.8206, 0.9113, -0.0553], [-3.2369, -0.2245, -0.3060], [-2.5884, -1.7439, -0.9435], [-2.3282, -0.1553, -1.8156], [-0.6463, -2.3663, 0.1797], [1.6532, -2.1421, 0.3994], [1.3022, 1.9509, -0.3656], [-0.6178, 2.5998, 1.4727], [-0.4096, 0.9145, 2.0354], [-1.2384, 1.5747, -0.7547]],
  "homo_lumo_gap_ev": 8.111
}



[7]
{
  "formula": "CH6P2",
  "method": "the ωB97M-V functional and the def2-TZVPD basis",
  "symbols": ["C", "P", "P", "H", "H", "H", "H", "H", "H"],
  "positions_angstrom": [[1.4085, 0.3556, 0.1691], [0.0577, -0.9292, 0.0176], [-1.8433, 0.0666, -0.2073], [1.1603, 1.2943, -0.4568], [2.2206, -0.2800, -0.1217], [1.4876, 0.7621, 1.1674], [0.2897, -0.9802, -1.6031], [-2.6850, -1.0821, 0.0047], [-2.0960, 0.7928, 1.0300]],
  "homo_lumo_gap_ev": 9.049
}



[8]
{
  "formula": "C31H52N8O4RhS2Si3",
  "method": "the ωB97M-V functional and the def2-TZVPD basis",
  "symbols": ["Rh", "C", "Si", "C", "C", "C", "Si", "C", "C", "C", "Si", "C", "C", "C", "C", "C", "C", "C", "N", "H", "H", "H", "H", "H", "H", "H", "H", "H", "H", "H", "H", "H", "H", "H", "H", "H", "H", "H", "H", "H", "H", "H", "H", "H", "H", "H", "H", "C", "N", "C", "S", "N", "C", "H", "H", "H", "H", "H", "H", "H", "H", "O", "C", "O", "C", "C", "C", "C", "C", "C", "N", "O", "O", "H", "H", "H", "H", "N", "C", "C", "C", "N", "C", "C", "H", "H", "H", "H", "H", "H", "C", "N", "C", "N", "S", "H", "H", "H", "H", "H", "H"],
  "positions_angstrom": [[-0.6152, 0.4061, -0.1358], [-3.0328, 0.8950, 2.9710], [-1.4496, 1.5251, 3.7362], [-1.0494, 3.2555, 3.1600], [-1.5971, 1.5750, 5.5978], [-0.0629, 0.3495, 3.1519], [0.3291, -1.1511, 4.2046], [-1.3127, -1.9591, 4.6137], [1.4557, -2.4804, 3.5005], [1.1522, -0.5848, 5.7901], [2.2948, -0.3513, 0.7040], [3.6903, 0.9390, 3.3184], [3.6085, -1.6394, 0.9873], [2.3912, 0.5427, -0.9557], [3.5623, 0.9138, -1.6052], [3.4847, 1.5157, -2.8541], [2.2396, 1.7255, -3.4222], [1.1137, 1.3312, -2.7184], [1.1885, 0.7581, -1.5190], [-3.8408, 1.6248, 3.0864], [-3.3499, -0.0426, 3.4391], [-2.8946, 0.7283, 1.9003], [-1.8212, 3.9448, 3.5170], [-1.0188, 3.3301, 2.0697], [-0.0894, 3.5941, 3.5639], [-2.5110, 2.1236, 5.8515], [-0.7565, 2.1102, 6.0485], [-1.6651, 0.5902, 6.0642], [-1.9162, -2.1616, 3.7241], [-1.9152, -1.3391, 5.2829], [-1.1320, -2.9122, 5.1212], [1.5134, -2.5266, 2.4133], [1.0823, -3.4511, 3.8398], [2.4711, -2.3680, 3.8927], [0.6786, 0.2967, 6.2234], [2.2115, -0.3636, 5.6358], [1.0903, -1.3938, 6.5275], [4.0130, -0.0942, 3.4558], [2.6570, 1.0315, 3.6577], [4.3152, 1.5799, 3.9508], [3.7290, -1.9063, 2.0388], [4.5619, -1.2777, 0.5983], [3.3376, -2.5371, 0.4305], [4.5164, 0.7335, -1.1278], [4.3841, 1.8168, -3.3772], [2.1354, 2.1835, -4.3968], [0.1171, 1.4746, -3.1195], [-3.8998, 2.3138, -3.7281], [-3.2894, 2.1021, -2.4184], [-2.2560, 2.7096, -1.9953], [-1.6915, 2.4370, -0.2991], [-1.4629, 3.6468, -2.6188], [-1.5475, 4.1559, -3.9808], [-4.7009, 1.5853, -3.8456], [-3.2099, 2.1796, -4.5649], [-4.3544, 3.3042, -3.8084], [-3.5995, 0.3305, -1.4403], [-0.7532, 4.0373, -2.0277], [-2.5305, 4.5516, -4.2165], [-1.2904, 3.3952, -4.7204], [-0.8312, 4.9692, -4.0741], [1.6160, -2.7770, -1.2392], [0.7744, -2.4694, -0.4387], [0.8711, -1.3612, 0.3369], [-0.5025, -3.2179, -0.2554], [-1.3570, -2.9732, 0.8149], [-2.5382, -3.6877, 0.9427], [-2.8883, -4.6256, -0.0168], [-2.0350, -4.8329, -1.0846], [-0.8381, -4.1618, -1.2131], [-2.4476, -5.7583, -2.1602], [-3.4096, -6.4673, -1.9551], [-1.8067, -5.7317, -3.1935], [-1.0930, -2.2234, 1.5501], [-3.1983, -3.5077, 1.7813], [-3.8123, -5.1844, 0.0416], [-0.1823, -4.3514, -2.0523], [-4.0388, -3.3809, -3.6616], [-3.3668, -2.4029, -2.9842], [-3.9149, -1.7302, -1.9099], [-3.1757, -0.6694, -1.1973], [-1.7656, -0.5594, -1.5083], [-1.3121, -1.1751, -2.5655], [-2.0500, -2.0653, -3.3557], [-4.9422, -3.6870, -3.3527], [-3.5688, -3.9334, -4.3547], [-4.9242, -1.9465, -1.5755], [-3.3082, -0.7526, -0.1128], [-0.2662, -1.0092, -2.8062], [-1.5783, -2.5457, -4.2044], [6.1416, 2.1432, 1.1855], [5.0933, 1.1074, 1.2688], [3.8550, 1.3758, 1.8756], [3.3761, 2.6400, 1.5965], [0.6866, 0.9764, 1.7201], [6.8203, 1.9104, 0.3675], [6.7201, 2.2050, 2.1114], [5.6961, 3.1144, 1.0031], [5.4726, 0.2418, 1.6193], [3.4519, 2.9390, 0.6328], [2.4842, 2.8692, 2.0067]],
  "homo_lumo_gap_ev": [6.845, 6.531],
  "charge": 1,
  "s_squared": 6.047,
  "spin_multiplicity": 5
}



no.,total energy (eV)
1,-216966.0828
2,-95041.3377
3,-13007.1568
4,-12291.5416
5,-34470.1530
6,-14021.6868
7,-19710.2220
8,-101406.8460